2 unconnected molecules or ions with the total composition C6H14OSSi at a distorted geometry, computed with ωB97M-V with the def2-TZVPD basis set.

Geometry as XYZ:
```
23
Properties=species:S:1:pos:R:3:mulliken_charge:R:1
C 1.234 1.297 0.238 -0.77
C -0.184 1.608 -0.337 -0.30
C 1.473 -0.153 0.575 -0.71
C 0.009 0.931 -1.699 -0.86
C 1.633 -0.850 -0.770 -0.87
C 0.229 -0.598 -1.508 -0.10
O -1.403 -0.755 1.394 -0.10
Si -2.615 -1.295 2.269 0.06
S -1.139 -1.558 -0.889 0.21
H 1.857 1.630 -0.500 0.50
H 1.610 1.843 1.181 0.27
H -0.896 1.195 0.466 0.15
H -0.377 2.688 -0.684 0.31
H 2.384 -0.200 1.040 0.42
H 0.646 -0.574 1.013 0.43
H -0.914 1.212 -2.267 0.33
H 0.902 1.405 -2.274 0.30
H 2.278 -0.291 -1.533 0.38
H 1.702 -1.895 -0.893 0.39
H 0.494 -1.094 -2.565 0.36
H -2.415 -0.569 3.436 -0.14
H -3.990 -1.036 2.000 -0.15
H -2.517 -2.940 2.307 -0.11
```

- ΔE to the lowest compared entry with this formula, charge and spin: 3.4816 eV
- E_tot: -999.75568 a.u.
- HOMO-LUMO gap (spin up / spin down): 7.0 / 7.0 eV
- Maximum force: 4.62 eV/Å

---

4 unconnected molecules or ions with the total composition C33H53F2N3O5S3 at a distorted geometry, computed with ωB97M-V with the def2-TZVPD basis set.

Geometry as XYZ:
```
99
Properties=species:S:1:pos:R:3:mulliken_charge:R:1
C -2.640 -3.107 3.049 -1.05
C -1.273 -3.120 2.241 -0.50
N -1.462 -3.433 0.813 0.04
C -0.173 -3.597 0.094 0.01
C 0.656 -4.856 0.539 -1.04
C -2.197 -2.405 0.116 -0.41
S -3.143 -2.895 -1.164 -0.24
S -2.099 -0.652 0.540 0.03
C -2.719 0.246 -0.963 -0.69
C -2.873 1.790 -0.700 -0.58
C -2.123 2.693 -1.777 -1.31
C -0.824 3.238 -1.111 -0.15
C 0.478 2.564 -1.237 1.05
S 0.605 1.021 -2.187 -0.08
C 1.706 3.073 -0.589 0.04
C 3.038 2.282 -0.758 -1.44
C 2.962 1.042 0.214 0.08
F 3.969 0.095 -0.025 -0.31
C 1.650 4.301 0.234 -0.04
N 2.782 4.863 0.917 -0.48
C 0.361 4.935 0.333 0.56
C -0.859 4.447 -0.324 0.56
C -2.007 5.427 0.000 -0.09
O -3.086 5.518 -0.507 -0.54
N -1.550 6.289 1.100 0.05
C -2.280 5.676 2.260 -0.28
C -1.558 5.784 3.630 0.46
C -1.119 7.248 4.027 -1.18
F -0.496 4.840 3.783 -0.36
C -0.119 6.208 1.091 -0.43
O 0.714 6.960 1.516 -0.50
H -2.535 -2.387 3.898 0.26
H -2.802 -4.123 3.487 0.36
H -3.521 -2.891 2.396 0.30
H -0.648 -3.925 2.711 0.46
H -0.720 -2.156 2.410 0.36
H -0.416 -3.718 -0.988 0.43
H 0.483 -2.681 0.173 0.04
H 1.214 -5.344 -0.314 0.04
H 0.038 -5.623 1.078 0.33
H 1.402 -4.500 1.304 0.36
H -3.724 -0.166 -1.235 0.57
H -1.955 0.062 -1.755 0.31
H -3.939 2.120 -0.577 0.39
H -2.381 2.022 0.286 0.23
H -2.749 3.568 -2.086 0.41
H -1.854 2.089 -2.685 0.59
H 0.558 1.340 -3.525 0.18
H 3.941 2.896 -0.495 0.35
H 3.092 1.962 -1.825 0.38
H 1.962 0.544 0.083 0.03
H 2.965 1.443 1.261 0.29
H 3.648 4.657 0.418 0.31
H 2.815 4.485 1.867 0.27
H -2.598 4.620 2.043 0.27
H -3.241 6.254 2.369 0.13
H -2.323 5.477 4.416 0.16
H -0.196 7.125 4.657 0.30
H -0.944 7.897 3.139 0.32
H -1.907 7.674 4.699 0.33
C 2.223 -8.936 -3.189 -0.63
C 2.114 -7.584 -3.871 -0.03
C 2.069 -6.638 -2.686 -0.52
O 2.829 -7.250 -1.637 -0.41
C 3.102 -8.612 -1.993 -0.45
H 2.640 -9.717 -3.825 0.35
H 1.235 -9.262 -2.850 0.30
H 3.012 -7.395 -4.466 -0.16
H 1.246 -7.490 -4.525 0.38
H 1.044 -6.502 -2.323 0.31
H 2.489 -5.656 -2.918 0.34
H 4.164 -8.686 -2.250 0.25
H 2.905 -9.261 -1.138 0.28
C -6.803 5.730 5.025 -0.57
C -6.049 6.804 5.785 -0.58
C -4.800 6.061 6.224 -0.27
O -4.534 5.068 5.222 -0.36
C -5.674 4.969 4.355 -0.29
H -7.531 6.122 4.315 0.34
H -7.328 5.077 5.728 0.25
H -5.781 7.619 5.107 0.27
H -6.608 7.227 6.620 0.35
H -4.959 5.544 7.176 0.28
H -3.935 6.719 6.326 0.20
H -5.406 5.422 3.394 0.14
H -5.916 3.918 4.189 0.31
C 6.781 -4.844 -5.354 -0.53
C 5.800 -4.525 -6.467 -0.54
C 5.038 -5.832 -6.596 -0.43
O 5.024 -6.435 -5.295 -0.34
C 5.949 -5.736 -4.450 -0.44
H 7.166 -3.962 -4.842 0.33
H 7.629 -5.404 -5.756 0.25
H 5.124 -3.727 -6.148 0.26
H 6.277 -4.216 -7.398 0.33
H 5.543 -6.521 -7.281 0.28
H 4.013 -5.686 -6.943 0.26
H 5.370 -5.145 -3.733 0.23
H 6.556 -6.456 -3.897 0.31
```

- E_tot: -3223.83924 a.u.
- HOMO-LUMO gap: 7.8 eV
- Maximum force: 3.09 eV/Å

---

2 unconnected molecules or ions with the total composition C2H3NO2S at a distorted geometry, computed with ωB97M-V with the def2-TZVPD basis set.

Geometry as XYZ:
```
9
Properties=species:S:1:pos:R:3:mulliken_charge:R:1
O -2.503 -0.306 0.788 -0.41
N -1.758 -1.203 1.150 0.26
S -0.510 -1.773 0.339 -0.13
H -2.016 -1.709 1.935 0.26
C 1.341 1.215 -1.362 -0.83
C 1.427 0.815 -0.137 0.68
O 1.262 0.554 0.990 -0.37
H 0.635 0.625 -1.937 0.24
H 2.120 1.783 -1.766 0.29
```

- ΔE to the lowest compared entry with this formula, charge and spin: 4.6035 eV
- E_tot: -681.29014 a.u.
- HOMO-LUMO gap: 8.3 eV
- Maximum force: 3.18 eV/Å

---

A single C11H12N2O molecule at a distorted geometry, computed with ωB97M-V with the def2-TZVPD basis set.

Geometry as XYZ:
```
26
Properties=species:S:1:pos:R:3:mulliken_charge:R:1
C 0.395 0.358 -2.946 -0.74
C -0.819 -0.415 -2.961 -0.48
C 1.030 0.609 -1.690 -0.39
C -1.428 -0.714 -1.805 -0.71
C 0.339 0.341 -0.506 0.16
C -0.874 -0.322 -0.525 0.53
C -0.542 0.375 1.621 -0.38
C 1.694 -0.725 1.554 -0.39
C 0.687 0.686 0.916 1.83
C 1.491 1.886 1.241 -1.53
C -2.609 -0.957 1.117 -0.88
N 2.474 -1.242 0.762 -0.48
N -1.433 -0.239 0.698 0.23
O -0.835 0.592 2.814 -0.70
H 0.819 0.552 -3.949 0.35
H -1.278 -0.598 -3.973 0.31
H 1.998 1.071 -1.619 0.41
H -2.182 -1.511 -1.824 0.21
H 1.527 -0.945 2.565 0.49
H 1.405 2.083 2.384 0.35
H 1.176 2.833 0.707 0.33
H 2.616 1.795 0.978 0.32
H -2.886 -1.410 0.108 0.24
H -2.563 -1.727 1.855 0.31
H -3.411 -0.331 1.413 0.35
H 3.210 -2.045 1.067 0.27
```

- ΔE to the lowest compared entry with this formula, charge and spin: 0.0411 eV
- E_tot: -610.91567 a.u.
- HOMO-LUMO gap (spin up / spin down): 5.3 / 6.8 eV
- Spin multiplicity: 3
- Maximum force: 5.03 eV/Å

---

7 unconnected molecules or ions with the total composition C18H37BCl12NO3, computed with ωB97M-V with the def2-TZVPD basis set.

Geometry as XYZ:
```
72
Properties=species:S:1:pos:R:3:mulliken_charge:R:1
C -1.606 2.573 0.344 -1.16
B -1.350 1.114 0.865 1.01
O -2.174 0.631 1.893 -0.68
C -0.250 0.141 0.259 2.85
C 0.031 -0.976 1.283 -0.91
C 0.907 -0.515 2.445 -0.42
O 0.600 0.853 2.746 -0.45
C -0.982 -0.482 -0.965 -2.86
C -0.142 -0.637 -2.233 2.18
C -1.030 -1.092 -3.389 -1.76
C 1.003 -1.641 -2.074 -1.95
N 0.372 0.721 -2.552 0.79
O -0.487 1.497 -3.093 -0.70
C 1.332 1.341 -1.582 1.80
C 1.227 2.859 -1.700 -1.68
C 2.768 0.979 -2.002 -1.94
C 1.083 0.857 -0.121 -2.58
H -1.859 2.620 -0.719 0.33
H -0.706 3.176 0.492 0.31
H -2.405 3.055 0.912 0.39
H -3.106 0.598 1.667 0.26
H 0.504 -1.833 0.793 0.38
H -0.922 -1.331 1.679 0.38
H 0.723 -1.146 3.317 0.18
H 1.971 -0.600 2.208 0.31
H 0.546 0.980 3.696 0.24
H -1.857 0.111 -1.260 0.41
H -1.361 -1.467 -0.683 -0.19
H -0.515 -0.936 -4.336 0.36
H -1.235 -2.158 -3.287 0.41
H -1.974 -0.552 -3.403 0.42
H 1.754 -1.480 -2.849 0.37
H 0.614 -2.651 -2.204 0.35
H 1.498 -1.583 -1.107 0.35
H 1.555 3.171 -2.692 0.41
H 0.216 3.222 -1.551 0.15
H 1.899 3.301 -0.963 0.55
H 3.041 -0.037 -1.723 0.40
H 3.468 1.650 -1.501 0.40
H 2.887 1.082 -3.082 0.34
H 1.911 0.199 0.150 0.40
H 1.199 1.734 0.517 0.53
C -2.437 3.032 4.055 0.55
Cl -1.479 4.416 3.510 -0.17
Cl -4.167 3.241 3.730 -0.19
H -2.105 2.154 3.512 -0.44
H -2.304 2.929 5.124 0.28
C -3.909 -3.762 -1.353 -0.31
Cl -2.189 -4.162 -1.430 -0.13
Cl -4.250 -2.453 -0.212 -0.13
H -4.227 -3.444 -2.338 0.24
H -4.447 -4.643 -1.025 0.35
C -0.666 -2.212 -7.524 -0.29
Cl 0.999 -2.299 -6.932 -0.15
Cl -1.835 -2.740 -6.309 -0.12
H -0.882 -1.180 -7.774 0.25
H -0.754 -2.859 -8.388 0.32
C -0.962 -0.884 6.191 -0.30
Cl -0.489 0.824 6.140 -0.17
Cl 0.419 -1.968 6.006 -0.10
H -1.420 -1.073 7.154 0.37
H -1.656 -1.063 5.378 0.20
C 3.473 5.766 -3.214 -0.29
Cl 2.997 6.364 -1.620 -0.15
Cl 4.379 4.251 -3.123 -0.13
H 2.574 5.587 -3.791 0.25
H 4.104 6.511 -3.683 0.34
C 2.271 -5.563 6.763 -0.24
Cl 2.921 -4.193 5.852 -0.15
Cl 3.541 -6.595 7.429 -0.16
H 1.684 -5.172 7.584 0.26
H 1.666 -6.159 6.090 0.29
```

- ΔE to the lowest compared entry with this formula, charge and spin: 0.0000 eV
- E_tot: -6535.64534 a.u.
- HOMO-LUMO gap (spin up / spin down): 7.9 / 9.3 eV
- Spin multiplicity: 2
- Maximum force: 0.84 eV/Å

---

A molecular structure, CH3NO at a distorted geometry, computed with ωB97M-V with the def2-TZVPD basis set.

Geometry as XYZ:
```
6
Properties=species:S:1:pos:R:3:mulliken_charge:R:1
C 0.282 -0.283 -0.314 0.02
N -0.880 0.328 0.227 -0.55
O 1.349 0.227 -0.553 -0.51
H 0.053 -1.362 -0.476 0.38
H -0.567 1.307 0.134 0.31
H -0.237 -0.216 0.983 0.34
```

- ΔE to the lowest compared entry with this formula, charge and spin: 2.0507 eV
- E_tot: -169.83223 a.u.
- HOMO-LUMO gap: 11.4 eV
- Maximum force: 3.75 eV/Å